{
  "formula": "C4H13N2S",
  "method": "wB97M-V/def2-TZVPD",
  "total_charge": 1,
  "e_tot_ha": -667.44432,
  "orbital_gap_ev": 4.20,
  "e_above_lowest_ev": 6.408,
  "multiplicity": 1,
  "symbols": ["S", "N", "N", "C", "C", "C", "C", "H", "H", "H", "H", "H", "H", "H", "H", "H", "H", "H", "H", "H"],
  "xyz": [[3.338, -0.228, 0.086], [-1.797, 1.387, 0.234], [-0.549, -0.529, -0.837], [0.834, -0.129, -0.799], [1.647, -0.993, 0.124], [-3.228, 0.999, 0.106], [-3.384, -0.242, 1.014], [0.884, 0.933, -0.476], [1.335, -1.064, 1.172], [-1.627, 2.224, -0.296], [1.274, 0.049, -1.776], [-3.496, 0.927, -0.954], [-1.012, -0.517, -1.732], [-1.141, 0.505, -0.363], [-3.023, -0.110, 2.027], [-3.735, 1.922, 0.352], [1.634, -2.046, -0.206], [3.958, -1.225, 0.749], [-4.389, -0.649, 1.055], [-2.868, -1.126, 0.616]]
}

***

{
  "formula": "C27H63N9O9",
  "method": "wB97M-V/def2-TZVPD",
  "total_charge": 0,
  "e_tot_ha": -2236.35342,
  "smiles": "CN(C)C=O.CN(C)C=O.CN(C)C=O.CN(C)C=O.CN(C)C=O.CN(C)C=O.CN(C)C=O.CN(C)C=O.CN(C)C=O",
  "orbital_gap_ev": 8.31,
  "e_above_lowest_ev": 10.418,
  "multiplicity": 1,
  "symbols": ["O", "O", "O", "O", "O", "O", "O", "O", "O", "N", "N", "N", "N", "N", "N", "N", "N", "N", "C", "C", "C", "C", "C", "C", "C", "C", "C", "C", "C", "C", "C", "C", "C", "C", "C", "C", "C", "C", "C", "C", "C", "C", "C", "C", "C", "H", "H", "H", "H", "H", "H", "H", "H", "H", "H", "H", "H", "H", "H", "H", "H", "H", "H", "H", "H", "H", "H", "H", "H", "H", "H", "H", "H", "H", "H", "H", "H", "H", "H", "H", "H", "H", "H", "H", "H", "H", "H", "H", "H", "H", "H", "H", "H", "H", "H", "H", "H", "H", "H", "H", "H", "H", "H", "H", "H", "H", "H", "H"],
  "xyz": [[-15.122, -11.072, -1.933], [-13.374, -18.208, -9.432], [-7.729, -11.839, -6.003], [-11.442, -11.797, -6.097], [-10.018, -10.665, -0.720], [-8.470, -8.393, -5.923], [-6.016, -12.292, -8.804], [-15.328, -7.394, -3.703], [-11.372, -9.792, -9.766], [-15.535, -13.380, -1.855], [-8.570, -13.157, -4.320], [-7.671, -12.369, -10.274], [-12.244, -12.932, -8.012], [-9.787, -6.915, -7.007], [-14.530, -8.578, -5.503], [-11.030, -10.069, -2.650], [-14.708, -19.452, -10.804], [-12.001, -8.560, -11.575], [-11.826, -7.361, -12.363], [-11.065, -10.615, -1.427], [-9.054, -14.273, -5.189], [-8.919, -11.644, -10.721], [-12.304, -12.942, -9.448], [-15.012, -8.446, -4.237], [-14.366, -13.690, -2.756], [-8.079, -12.006, -4.818], [-14.510, -20.657, -9.871], [-12.215, -10.278, -3.497], [-6.965, -12.908, -11.433], [-13.092, -9.376, -11.921], [-13.257, -13.600, -7.187], [-11.411, -12.105, -7.279], [-14.283, -7.470, -6.322], [-9.486, -8.159, -6.599], [-14.365, -9.906, -6.042], [-7.208, -12.200, -9.053], [-11.040, -6.641, -7.683], [-15.291, -19.698, -12.119], [-11.231, -8.760, -10.535], [-16.277, -14.521, -1.300], [-8.828, -5.737, -6.882], [-8.690, -13.379, -2.804], [-14.076, -18.325, -10.489], [-15.733, -12.114, -1.539], [-9.928, -9.445, -3.368], [-13.196, -10.294, -3.021], [-12.889, -13.780, -9.826], [-11.676, -5.996, -7.078], [-10.064, -14.581, -4.920], [-9.705, -13.595, -2.469], [-11.387, -12.695, -9.983], [-10.647, -11.672, -7.943], [-7.943, -11.220, -4.059], [-10.239, -8.881, -6.953], [-13.514, -9.883, -6.723], [-8.416, -15.127, -4.962], [-11.363, -7.689, -13.294], [-14.489, -13.587, -3.834], [-14.036, -14.693, -2.485], [-16.696, -11.887, -1.056], [-13.314, -14.653, -7.464], [-16.363, -19.875, -12.038], [-11.648, -7.529, -7.854], [-10.498, -7.940, -10.495], [-9.116, -4.978, -6.153], [-8.744, -5.239, -7.848], [-13.218, -10.160, -11.175], [-14.965, -18.998, -12.888], [-9.028, -9.517, -2.758], [-14.078, -8.945, -12.093], [-14.163, -7.905, -7.314], [-7.831, -6.130, -6.684], [-9.346, -12.062, -11.632], [-14.367, -10.830, -5.465], [-16.762, -15.187, -2.014], [-13.511, -13.015, -2.796], [-13.440, -6.804, -6.141], [-14.275, -13.213, -7.227], [-9.869, -9.749, -4.413], [-12.373, -9.625, -4.355], [-6.846, -12.171, -12.228], [-15.377, -21.293, -9.696], [-9.049, -13.988, -6.241], [-10.839, -6.124, -8.621], [-11.236, -6.620, -11.823], [-8.463, -12.431, -2.316], [-12.847, -7.064, -12.602], [-5.940, -13.185, -11.188], [-9.617, -11.414, -9.916], [-16.846, -14.252, -0.410], [-15.355, -14.967, -0.927], [-14.188, -20.293, -8.895], [-15.138, -9.446, -3.794], [-12.278, -11.265, -3.956], [-12.906, -12.047, -9.607], [-14.976, -20.661, -12.521], [-13.664, -21.205, -10.286], [-8.631, -10.629, -10.995], [-14.454, -17.525, -11.144], [-15.154, -6.819, -6.410], [-13.054, -13.739, -6.125], [-10.202, -8.393, -3.457], [-12.960, -9.809, -12.913], [-7.522, -13.818, -11.653], [-12.105, -10.959, -1.316], [-8.023, -11.769, -8.451], [-7.964, -14.144, -2.529], [-15.157, -10.127, -6.758]]
}

***

{
  "formula": "C36H43Cl2N2OP3Sn",
  "method": "wB97M-V/def2-TZVPD",
  "total_charge": 2,
  "e_tot_ha": -3740.47540,
  "orbital_gap_ev": 5.98,
  "multiplicity": 1,
  "symbols": ["Sn", "Cl", "Cl", "P", "P", "P", "O", "N", "N", "C", "C", "C", "C", "C", "C", "C", "C", "C", "C", "C", "C", "C", "C", "C", "C", "C", "C", "C", "C", "C", "C", "C", "C", "C", "C", "C", "C", "C", "C", "C", "C", "C", "C", "C", "C", "H", "H", "H", "H", "H", "H", "H", "H", "H", "H", "H", "H", "H", "H", "H", "H", "H", "H", "H", "H", "H", "H", "H", "H", "H", "H", "H", "H", "H", "H", "H", "H", "H", "H", "H", "H", "H", "H", "H", "H", "H", "H", "H"],
  "xyz": [[-0.092, -0.170, 2.325], [2.508, 1.189, 1.897], [-1.309, -1.394, 4.735], [1.106, -2.313, 1.923], [0.826, 1.254, -2.312], [-3.957, -1.865, -0.177], [-2.222, 0.454, -1.340], [1.296, -0.388, 4.330], [1.700, -0.533, 6.474], [-1.155, -1.127, -4.963], [-1.088, 3.286, -1.901], [-0.750, -0.017, -4.229], [5.157, 2.097, -3.273], [1.121, 0.918, 4.829], [-1.453, -0.466, -0.554], [0.561, 2.896, 6.601], [0.742, 0.910, -0.545], [0.796, -1.445, -2.968], [2.402, -2.188, 0.637], [1.530, 0.819, 6.148], [4.609, 2.654, -2.113], [0.174, 3.075, 5.264], [-2.434, -1.100, 0.485], [-0.611, -2.386, -4.695], [-0.263, 4.617, -4.238], [0.352, 3.423, -3.886], [3.291, 2.369, -1.762], [-0.212, 0.250, 0.060], [1.985, -2.971, 3.364], [2.565, 1.523, -2.613], [-5.146, -0.594, -0.597], [-3.491, -2.802, -1.629], [-1.289, 5.140, -3.439], [4.415, 1.247, -4.097], [-0.070, 2.757, -2.718], [3.101, 0.941, -3.769], [-2.101, -1.083, 1.773], [0.235, -0.178, -3.238], [0.412, 2.072, 4.322], [0.357, -2.549, -3.696], [-1.701, 4.477, -2.279], [-4.550, -2.902, 1.157], [-0.010, -3.724, 1.461], [1.179, 1.744, 7.076], [1.407, -1.276, 5.397], [3.121, -2.995, 0.862], [1.168, 2.999, -4.477], [5.185, 3.316, -1.477], [-2.709, -3.526, -1.378], [2.821, 2.786, -0.865], [1.825, -0.861, 7.432], [1.565, -2.451, 5.795], [4.824, 0.814, -5.002], [1.594, 1.268, 0.107], [-1.405, 2.759, -1.000], [-0.279, 4.006, 4.942], [-4.796, -2.292, 2.034], [6.185, 2.326, -3.543], [-0.944, -3.253, -5.272], [0.382, 3.666, 7.332], [-1.544, 0.908, -1.985], [-1.171, 0.973, -4.423], [-0.985, -1.286, -1.194], [2.862, -1.195, 0.741], [-1.904, -0.994, -5.741], [0.787, -3.528, -3.484], [-0.474, -3.504, 0.481], [-5.450, -3.382, 0.759], [0.082, 2.225, 3.247], [1.433, 1.409, 8.077], [0.073, 5.133, -5.133], [-3.803, -3.661, 1.423], [-2.668, -1.590, 2.580], [2.728, -3.696, 3.159], [-3.151, -2.120, -2.414], [-0.787, -3.824, 2.241], [2.477, 0.283, -4.383], [-6.069, -1.138, -0.829], [2.511, -2.071, 3.783], [1.565, -1.548, -2.194], [0.628, -4.629, 1.413], [-1.766, 6.080, -3.725], [1.195, -3.323, 4.013], [-4.761, -0.037, -1.459], [-4.405, -3.322, -1.930], [-5.291, 0.072, 0.263], [-2.496, 4.873, -1.652], [1.925, -2.315, -0.348]]
}